1.
2 unconnected molecules or ions with the total composition C6H15N5O in a non-equilibrium geometry. Source: the Open Molecules 2025 dataset; level of theory: wB97M-V/def2-TZVPD.

The calculation puts the energy above the lowest of the compared OMol25 structures with the same formula, charge and spin at 255.00 kJ/mol. Its orbital gap is 8.190 eV. Its SMILES is [H]/N=C/N(N)C=O.C/C=N/N(C)C. As for the total charge: 0.

```
27
Properties=species:S:1:pos:R:3:forces:R:3:mulliken_charge:R:1
O 0.18415 1.52989 1.64848 -0.29 0.80 0.00 -0.62
N 0.35997 -2.79690 0.06853 0.12 0.00 0.06 -0.84
N -0.47445 -1.83002 -0.33136 -0.13 -0.11 -0.17 0.67
N -2.33468 3.23286 -1.01984 0.89 -0.13 0.56 -0.61
N -0.30050 3.12652 0.10360 0.17 -0.34 0.34 0.34
N 0.95868 3.73055 0.25211 0.07 -0.06 0.22 -0.80
C -0.08616 -0.44663 -0.33277 0.37 -0.60 -0.53 -1.22
C 1.54367 -2.52789 0.46948 0.04 0.19 -0.01 -0.04
C 2.45118 -3.64701 0.91191 0.17 -0.28 0.24 -0.91
C -1.17245 3.70215 -0.80820 -0.51 -0.03 -0.27 0.13
C -0.60287 2.00798 0.85907 -0.09 0.49 0.44 -0.30
C -1.77664 -2.28444 -0.75537 -0.43 -0.16 -0.07 -0.74
H 3.43247 -3.25494 1.23375 -0.44 -0.17 -0.19 0.32
H -1.61680 1.62903 0.66616 0.20 0.13 0.09 0.62
H 2.02108 -4.20720 1.76609 0.18 0.30 -0.42 0.23
H 0.18338 -0.12666 0.66741 0.03 -0.29 -0.13 0.60
H -2.80389 3.78981 -1.70333 -0.38 0.35 -0.50 0.24
H -1.69847 -2.97630 -1.61728 -0.09 0.27 0.37 0.27
H 1.06268 3.97510 1.24079 0.04 -0.09 -0.34 0.27
H -2.31004 -2.80876 0.06902 0.29 0.28 -0.48 0.27
H 2.61529 -4.37247 0.09674 -0.02 0.28 0.30 0.24
H 1.65904 3.01427 0.05965 -0.07 0.19 0.08 0.27
H -2.38461 -1.41466 -1.06181 0.30 -0.41 0.15 0.26
H 1.92706 -1.50026 0.50419 -0.08 -0.27 0.02 0.33
H -0.71178 4.57273 -1.28612 -0.13 -0.12 0.06 0.40
H 0.79370 -0.26905 -0.99453 -0.34 -0.07 0.19 0.31
H -0.91900 0.15231 -0.70638 0.12 -0.14 0.02 0.32
```
Forces are in eV/Å.

2.
2 unconnected molecules or ions with the total composition C6H15NO in a non-equilibrium geometry. Source: the Open Molecules 2025 dataset; level of theory: wB97M-V/def2-TZVPD.

The calculation puts the energy above the lowest of the compared OMol25 structures with the same formula, charge and spin at 163.52 kJ/mol. Its orbital gap is 8.841 eV. Its SMILES is CCC/C=C/NC.O. As for the total charge: 0.

```
23
Properties=species:S:1:pos:R:3:forces:R:3:mulliken_charge:R:1
O 2.24765 0.58981 -1.77260 0.39 0.77 -0.27 -0.69
N -0.94791 -1.94865 -1.40139 -0.13 0.18 -0.17 -0.25
C 0.39974 1.35111 1.99688 -0.28 0.18 -0.54 -0.33
C -0.46740 -0.56124 0.56245 0.25 0.40 -0.09 -0.52
C -2.29595 -1.43784 -1.62222 0.16 -0.24 0.40 -0.82
C 0.79286 2.20852 0.80242 0.13 -0.12 -0.73 -1.16
C -0.15731 -1.47320 -0.35675 -0.18 -0.31 0.19 0.02
C 0.44686 -0.13475 1.67449 0.01 -0.83 0.70 -0.82
H -3.03161 -2.16891 -1.27296 -0.01 0.08 -0.10 0.25
H 2.52130 -0.13685 -2.33720 -0.31 -0.25 0.38 0.28
H 0.75856 -2.04744 -0.22624 0.18 0.24 -0.24 0.46
H 0.39290 1.83621 -0.15000 -0.42 -0.07 0.32 0.29
H 0.21078 -0.71301 2.58261 -0.16 0.25 -0.04 0.33
H -2.45115 -1.24113 -2.67389 -0.09 -0.04 -0.25 0.33
H -0.60492 1.65261 2.29281 -0.18 -0.22 0.15 0.28
H -1.39590 -0.01217 0.51271 -0.23 -0.02 -0.04 0.15
H 1.04477 1.54152 2.84723 0.15 0.15 0.15 0.34
H 1.47755 -0.43747 1.47795 0.15 0.07 -0.30 0.34
H 1.85820 2.16983 0.60275 0.38 0.26 0.29 0.31
H -0.43650 -2.07637 -2.26000 0.06 -0.14 0.12 0.25
H 1.66561 0.31047 -1.06272 -0.12 -0.57 -0.13 0.35
H -2.48334 -0.51282 -1.08618 0.06 0.18 -0.02 0.24
H 0.45522 3.24175 0.86984 0.21 0.05 0.21 0.35
```
Forces are in eV/Å.

3.
2 unconnected molecules or ions with the total composition C6H15NO in a non-equilibrium geometry. Source: the Open Molecules 2025 dataset; level of theory: wB97M-V/def2-TZVPD.

The calculation puts the energy above the lowest of the compared OMol25 structures with the same formula, charge and spin at 239.70 kJ/mol. Its orbital gap is 9.576 eV. Its SMILES is C=CCCCNC.O. As for the total charge: 0.

```
23
Properties=species:S:1:pos:R:3:forces:R:3:mulliken_charge:R:1
O 1.05644 -1.60881 -2.55568 -0.26 0.36 0.30 -0.71
N -0.32347 2.34954 0.67903 -0.59 0.66 0.17 -0.35
C 0.91598 2.44684 -0.05588 0.41 -0.37 -0.88 -0.75
C -1.26017 0.17053 -0.04381 -0.49 -0.15 -0.24 -0.45
C -0.06794 -2.02461 0.65327 0.15 0.13 0.15 0.21
C -1.32209 -1.33317 0.20136 0.13 -0.68 -0.31 -0.91
C 1.17093 -1.64466 0.37931 1.04 1.25 1.53 -1.10
C -0.77726 1.04242 1.11203 0.40 -0.14 -0.17 -0.76
H 1.34250 1.47462 -0.33783 0.01 -0.04 0.44 0.13
H 1.67700 3.03834 0.45509 0.01 -0.11 0.14 0.26
H 0.77084 2.89214 -1.04660 -0.12 0.28 0.18 0.34
H 1.44129 -0.60309 0.19449 -0.57 -0.10 -0.98 0.17
H -1.54871 1.13653 1.87882 -0.13 0.17 -0.11 0.31
H -2.25905 0.48091 -0.36261 -0.14 0.11 0.24 0.36
H -1.57444 -1.82139 -0.74817 0.02 0.09 -0.16 0.36
H -1.04205 2.81756 0.14393 -0.14 -0.06 0.22 0.27
H 0.05554 0.57107 1.62888 0.15 -0.15 -0.02 0.40
H -0.68310 0.39102 -0.94689 0.43 -0.16 0.16 0.38
H -0.21535 -2.90265 1.26697 -0.02 -0.47 -0.38 0.38
H 0.70924 -1.28977 -1.69844 0.31 -0.37 -0.67 0.35
H 1.98419 -1.78469 -2.36868 -0.05 -0.03 -0.02 0.30
H -2.13671 -1.69688 0.82696 -0.12 0.59 0.38 0.45
H 2.08643 -2.10180 0.74442 -0.43 -0.78 0.02 0.34
```
Forces are in eV/Å.

4.
2 unconnected molecules or ions with the total composition C6H15NO in a non-equilibrium geometry. Source: the Open Molecules 2025 dataset; level of theory: wB97M-V/def2-TZVPD.

The calculation puts the energy above the lowest of the compared OMol25 structures with the same formula, charge and spin at 185.90 kJ/mol. Its orbital gap is 10.177 eV. Its SMILES is C/C=C/C.NCCO. As for the total charge: 0.

```
23
Properties=species:S:1:pos:R:3:forces:R:3:mulliken_charge:R:1
O 0.54567 1.79253 -2.06817 0.02 0.01 -0.01 -0.53
N -1.34309 -1.29683 -2.62177 -0.01 0.21 0.21 -0.64
C -0.51637 0.35865 3.81382 -0.29 0.28 0.46 -1.19
C 0.39186 0.04284 1.52024 0.04 -0.99 -0.17 -0.02
C -1.06703 0.05689 -2.13272 0.13 -0.05 -0.33 -0.06
C 0.49563 -0.14295 2.82803 -0.18 0.61 0.24 -0.14
C 0.27308 0.52558 -2.66622 -0.16 0.34 0.18 -0.41
C 1.35273 -0.56001 0.52954 0.23 0.27 0.47 -0.79
H -1.25944 -0.38979 4.10752 0.12 -0.13 -0.17 0.26
H -2.32469 -1.50244 -2.48885 0.06 -0.16 0.00 0.23
H 1.33335 2.16295 -2.47684 -0.04 -0.01 0.02 0.30
H 2.15566 -1.05593 1.07726 0.00 -0.10 -0.05 0.33
H -0.80948 -1.98376 -2.10229 -0.05 -0.02 -0.01 0.24
H -0.52388 0.47214 1.13211 0.04 0.33 -0.06 0.22
H -1.05450 0.18164 -1.04736 -0.09 -0.15 0.10 -0.13
H 1.38061 -0.60279 3.25519 0.03 -0.21 -0.15 0.31
H 1.05770 -0.18612 -2.38802 -0.04 -0.11 -0.20 0.22
H -1.07023 1.22807 3.45144 0.03 -0.13 -0.20 0.33
H 0.20248 0.62502 -3.75029 0.16 -0.18 -0.08 0.38
H 0.86068 -1.30676 -0.09602 -0.01 0.08 -0.09 0.12
H -0.05646 0.67905 4.75002 0.17 -0.03 -0.03 0.34
H -1.84762 0.70626 -2.52788 0.02 0.12 0.05 0.43
H 1.82334 0.19575 -0.09876 -0.17 0.03 -0.19 0.20
```
Forces are in eV/Å.

- energy above the lowest of the compared OMol25 structures with the same formula, charge and spin of number 2 (C6H15NO)?
  163.52 kJ/mol